# 1
2 unconnected molecules or ions with the total composition C4H7FO2 at a distorted geometry. Source: the Open Molecules 2025 dataset; level of theory: ωB97M-V/def2-TZVPD.

Output
Energy relative to the best compared isomer or geometry (same formula, charge and spin): 4.843 eV
Molar mass: 106.1 g/mol
Highest occupied orbital energy: -8.5 eV

Element x y z (Å)
C1 -0.02 1.04 -0.85
H1 -0.76 2.77 -1.54
F1 1.31 1.37 -1.09
C2 -0.29 -1.28 -0.14
H2 0.51 -1.93 -0.69
H3 -2.07 -0.87 0.14
H4 -2.06 1.68 -1.03
H5 1.28 0.43 0.96
C3 -1.00 1.82 -1.19
O1 -0.01 -1.18 1.15
H6 2.06 -1.09 0.88
O2 -1.55 -1.56 -0.41
H7 1.34 -0.63 2.41
C4 1.25 -0.56 1.41

Formally, the natural (NBO) partial charges of the atoms, in units of the elementary charge, are as follows: C 0.233; H 0.204; F -0.391; C 0.523; H 0.177; H 0.500; H 0.213; H 0.216; C -0.615; O -0.518; H 0.173; O -0.659; H 0.194; C -0.252

***

# 2
A single C4H7FOS molecule at a distorted geometry. Source: the Open Molecules 2025 dataset; level of theory: ωB97M-V/def2-TZVPD.

Output
Energy relative to the best compared isomer or geometry (same formula, charge and spin): 0.925 eV
SMILES: O[C@H]1[C@@H](S)[C@@H]1CF
Molar mass: 122.2 g/mol
Highest occupied orbital energy: -9.0 eV

Element x y z (Å)
H1 -0.47 1.11 -1.31
C1 -1.66 -0.63 0.46
H2 -2.30 0.09 1.02
H3 2.46 -0.30 0.93
F1 -2.18 -0.69 -0.80
S1 2.44 -1.07 -0.19
C2 0.23 0.85 -0.52
C3 0.75 -0.55 -0.55
H4 -1.93 -1.58 0.97
H5 1.66 2.10 -0.65
H6 -0.02 0.06 1.54
C4 -0.25 -0.15 0.50
O1 0.97 1.91 -0.04
H7 0.30 -1.16 -1.35

Formally, the natural (NBO) partial charges of the atoms, in units of the elementary charge, are as follows: H 0.182; C 0.064; H 0.160; H 0.132; F -0.367; S -0.002; C 0.082; C -0.386; H 0.170; H 0.476; H 0.238; C -0.301; O -0.694; H 0.246

***

# 3
A single C4H7FOS molecule at a distorted geometry. Source: the Open Molecules 2025 dataset; level of theory: ωB97M-V/def2-TZVPD.

Output
Energy relative to the best compared isomer or geometry (same formula, charge and spin): 2.658 eV
SMILES: COC(=S)CCF
Molar mass: 122.2 g/mol
Highest occupied orbital energy: -8.9 eV

Element x y z (Å)
C1 0.29 -0.65 -0.49
C2 -0.92 1.67 0.07
O1 -1.83 0.55 0.07
H1 -0.27 1.86 1.06
F1 2.64 -0.96 -0.16
H2 0.33 -1.49 -1.16
H3 1.59 0.08 1.25
C3 -1.16 -0.64 -0.18
H4 -1.87 2.57 -0.06
H5 1.27 -1.81 1.09
H6 -0.14 1.49 -0.97
C4 1.43 -0.80 0.56
S1 -1.96 -2.07 0.07
H7 0.59 0.22 -1.14

Formally, the natural (NBO) partial charges of the atoms, in units of the elementary charge, are as follows: C -0.573; C -0.312; O -0.499; H 0.205; F -0.372; H 0.268; H 0.179; C 0.238; H 0.231; H 0.192; H 0.196; C 0.068; S -0.040; H 0.220

***

# 4
A molecular structure, C4H7FS2 at a distorted geometry. Source: the Open Molecules 2025 dataset; level of theory: ωB97M-V/def2-TZVPD.

Output
Energy relative to the best compared isomer or geometry (same formula, charge and spin): 3.529 eV
Molar mass: 138.2 g/mol
Highest occupied orbital energy: -8.4 eV

Element x y z (Å)
H1 2.17 0.64 1.55
C1 -1.29 1.70 -0.11
H2 -1.94 1.19 -0.80
H3 -1.97 0.37 1.50
S1 -1.40 -1.58 -0.15
H4 -0.31 1.25 2.09
S2 1.28 -0.79 -0.37
H5 2.55 1.32 -0.34
H6 3.52 -0.65 0.56
C2 -0.80 0.70 1.14
F1 -0.12 1.94 -0.85
C3 2.50 0.29 0.44
H7 -1.81 2.62 0.20
C4 -0.27 -0.43 0.39

Formally, the natural (NBO) partial charges of the atoms, in units of the elementary charge, are as follows: H 0.243; C 0.077; H 0.186; H 0.262; S -0.078; H 0.259; S 0.401; H 0.266; H 0.259; C -0.562; F -0.380; C -0.841; H 0.178; C -0.270

***

# 5
A molecular structure, C4H7GdO3 at a distorted geometry. Source: the Open Molecules 2025 dataset; level of theory: ωB97M-V/def2-TZVPD.

Output
Spin multiplicity: 9
Charge: +1
Energy relative to the best compared isomer or geometry (same formula, charge and spin): 0.000 eV
Molar mass: 260.3 g/mol
Highest occupied orbital energy (spin up / spin down): -12.3 / -12.8 eV

Element x y z (Å)
H1 3.41 -0.85 -0.63
H2 -2.73 0.82 1.09
Gd1 2.83 2.27 -1.22
O1 1.61 -0.70 0.31
C1 0.99 0.40 0.63
H3 -3.35 -0.59 0.17
O2 1.53 1.52 0.78
H4 2.01 -0.88 -1.69
H5 -2.55 0.77 -0.67
H6 -0.85 -0.93 -0.58
C2 -2.54 0.15 0.24
O3 -0.28 0.36 0.97
C3 -1.22 -0.56 0.39
H7 -1.30 -1.44 1.05
C4 2.46 -0.34 -0.84

Formally, the Mulliken partial charges of the atoms, in units of the elementary charge, are as follows: H 0.192; H 0.302; Gd 1.173; O -0.272; C 1.439; H 0.348; O -0.742; H 0.231; H 0.282; H 0.275; C -1.086; O -0.262; C -0.133; H 0.293; C -1.041

***

# 6
A single C4H7I2N molecule at a distorted geometry. Source: the Open Molecules 2025 dataset; level of theory: ωB97M-V/def2-TZVPD.

Output
Energy relative to the best compared isomer or geometry (same formula, charge and spin): 0.169 eV
SMILES: [H]/N=C/[C@](C)(I)CI
Molar mass: 322.9 g/mol
Highest occupied orbital energy: -9.2 eV

Element x y z (Å)
C1 -0.42 -0.66 -1.23
H1 -0.97 -1.35 1.69
H2 0.63 2.20 0.72
I1 -2.36 1.26 0.36
H3 -0.89 -0.11 -2.07
C2 0.61 1.43 -0.05
H4 -0.22 0.00 2.22
C3 -0.22 -0.57 1.39
N1 0.27 -1.65 -1.34
H5 0.86 -1.08 1.33
H6 0.14 -2.18 -2.18
C4 -0.46 0.30 0.15
I2 2.57 0.50 -0.03
H7 0.45 1.91 -0.96

Formally, the natural (NBO) partial charges of the atoms, in units of the elementary charge, are as follows: C 0.150; H 0.236; H 0.237; I 0.116; H 0.145; C -0.529; H 0.209; C -0.675; N -0.609; H 0.243; H 0.362; C -0.190; I 0.085; H 0.220

***

# 7
2 unconnected molecules or ions with the total composition C4H7IN at a distorted geometry. Source: the Open Molecules 2025 dataset; level of theory: ωB97M-V/def2-TZVPD.

Output
Charge: +1
Energy relative to the best compared isomer or geometry (same formula, charge and spin): 5.120 eV
Molar mass: 196.0 g/mol
Highest occupied orbital energy: -13.2 eV

Element x y z (Å)
H1 1.79 0.05 -1.48
C1 1.25 -0.47 0.55
C2 1.03 -0.58 -0.88
H2 -4.30 -1.42 -2.11
N1 0.04 0.28 -0.11
H3 0.63 -1.47 -1.28
H4 -0.92 0.00 -0.06
I1 -2.99 -2.18 -1.68
H5 0.27 2.25 0.60
C3 1.45 0.52 1.45
H6 2.18 0.51 2.22
C4 0.23 1.24 1.06
H7 -0.65 1.27 1.70

Formally, the natural (NBO) partial charges of the atoms, in units of the elementary charge, are as follows: H 0.273; C 0.192; C -0.182; H 0.127; N -0.457; H 0.280; H 0.433; I -0.119; H 0.259; C -0.127; H 0.270; C -0.213; H 0.265

***

# 8
3 unconnected molecules or ions with the total composition C4H7IN2 at a distorted geometry. Source: the Open Molecules 2025 dataset; level of theory: ωB97M-V/def2-TZVPD.

Output
Energy relative to the best compared isomer or geometry (same formula, charge and spin): 6.543 eV
Molar mass: 210.0 g/mol
Highest occupied orbital energy: -9.5 eV

Element x y z (Å)
H1 -2.82 3.49 -0.52
C1 2.04 -2.19 0.56
H2 -0.25 -0.17 0.49
H3 1.01 0.14 -1.71
N1 -1.49 2.13 -0.56
C2 -0.51 1.57 -0.90
C3 0.98 -0.65 -1.05
I1 -1.00 -0.60 1.69
H4 1.37 -2.97 0.80
H5 1.74 -1.34 1.29
H6 3.09 -2.40 0.67
N2 -2.66 2.58 -0.12
H7 -3.28 1.77 -0.04
C4 1.79 -1.38 -0.60

Formally, the natural (NBO) partial charges of the atoms, in units of the elementary charge, are as follows: H 0.403; C -0.697; H 0.086; H 0.248; N -0.340; C 0.189; C -0.304; I -0.107; H 0.243; H 0.242; H 0.231; N -0.644; H 0.410; C 0.039

***

Question: Among the records above, which one has the highest energy relative to the best compared isomer or geometry (same formula, charge and spin)?
Answer: C4H7IN2